# C3H10N4O

A cluster of 2 separate species, C3H10N4O in total in a non-equilibrium geometry (wB97M-V/def2-TZVPD, the Open Molecules 2025 dataset).

lowest unoccupied orbital energy: 0.8 eV
net charge: 0
frontier orbital gap: 9.32 eV
HOMO level: -8.5 eV

Element x y z (Å)
N 0.1194 1.0424 0.7382
H 0.0610 1.2028 1.7345
H -0.6772 1.5383 0.3205
N -2.0507 -0.1997 0.6418
H 0.6353 -1.1541 -1.1156
H -1.5250 -0.4685 -2.5076
N -0.2041 -1.2278 -0.5433
H -2.9919 0.1629 0.5525
H 2.1103 -0.2524 2.1205
C -1.4281 -0.3698 -0.4652
O 1.6031 0.5346 -0.9918
H -0.3994 -2.1914 -0.7884
N -2.0186 -0.1038 -1.7029
H -3.0058 -0.3119 -1.7423
C 1.3098 0.4087 0.2021
H 3.2912 -0.1936 0.7865
H 2.7450 1.2905 1.5294
C 2.4256 0.2927 1.2311

In the Löwdin picture, each atom carries the following charge in e: number 1, N, carries 0.08; number 2, H, carries 0.09; number 3, H, carries 0.10; number 4, N, carries 0.09; number 5, H, carries 0.06; number 6, H, carries 0.09; number 7, N, carries 0.05; number 8, H, carries 0.05; number 9, H, carries 0.08; number 10, C, carries -0.54; number 11, O, carries -0.02; number 12, H, carries 0.08; number 13, N, carries 0.10; number 14, H, carries 0.09; number 15, C, carries -0.54; number 16, H, carries 0.08; number 17, H, carries 0.08; number 18, C, carries -0.02